Below is a 15-piece molecular cluster, C33H66Cl29F3IN2O3PSSi overall in a non-equilibrium geometry, with properties calculated with ωB97M-V with the def2-TZVPD basis set.

Geometry as XYZ:
```
140
Properties=species:S:1:pos:R:3:forces:R:3:lowdin_charge:R:1
C 6.489 -1.292 3.492 -0.019 -0.088 0.049 -0.0929
C 6.282 -1.964 2.128 -0.345 0.574 0.047 -0.2067
C 4.832 -1.847 1.621 0.291 -0.496 0.737 -0.2156
N 4.723 -1.235 0.333 0.158 -0.493 0.059 -0.1366
N 3.608 -0.494 0.029 -0.237 1.287 -0.341 -0.2578
P 4.004 1.149 0.429 1.506 0.001 0.942 0.4130
S 5.877 1.698 0.329 -0.419 0.051 -0.299 0.1232
C 2.774 -0.852 -1.117 0.078 -1.327 -0.367 -0.2634
C 3.225 -0.320 -2.530 -0.249 0.925 0.003 -0.5377
Cl 4.988 -0.052 -2.603 0.085 -0.068 -0.025 0.7142
C 2.545 0.904 -3.160 0.804 0.599 -0.622 -0.2330
C 3.160 2.302 -2.929 -0.597 -0.040 0.003 -0.1175
C 1.243 -0.653 -0.887 0.017 0.092 0.492 -0.2088
C 0.837 0.562 -0.051 -0.280 0.169 -0.476 -0.0933
C 0.490 1.837 -0.785 -0.861 0.332 0.967 -0.2465
O -0.474 2.522 0.046 0.426 0.323 -0.426 -0.2187
Si -1.186 3.844 -0.686 -0.729 0.671 0.815 0.4254
C -0.051 4.820 -1.816 -0.167 -0.759 0.099 -0.1472
C -1.717 4.977 0.725 0.434 -1.005 -0.379 -0.1463
C -2.761 3.268 -1.523 0.445 0.031 0.142 -0.1464
O 0.691 -1.766 -0.183 0.442 0.374 -0.343 -0.0950
C -0.452 -2.326 -0.759 -1.682 -1.274 1.104 -0.3057
C -1.025 -3.345 0.287 0.913 0.504 0.549 -0.1564
C -0.271 -3.308 1.617 -0.800 -0.147 -0.029 -0.1027
C -1.587 -1.351 -1.143 -0.785 0.112 -1.280 -0.1341
C -1.812 -1.348 -2.657 0.233 0.122 1.049 -0.8034
O -1.163 -0.692 -3.380 0.546 0.506 -1.108 0.0253
I -3.396 -2.567 -3.486 -0.128 -0.080 0.058 0.8583
C 2.924 -2.392 -1.320 0.491 -0.003 0.076 -0.5959
F 4.090 -2.713 -1.890 0.676 -0.127 -0.231 0.1185
F 2.007 -2.843 -2.183 -0.648 -0.097 -0.409 0.1534
F 2.842 -3.114 -0.224 -0.164 -0.349 0.654 0.1795
H 7.004 -1.949 4.180 0.323 -0.084 0.154 0.0638
H 5.554 -1.041 3.979 -0.323 -0.005 0.047 0.0564
H 7.045 -0.368 3.399 0.179 0.172 -0.006 0.0654
H 6.541 -3.011 2.198 0.238 -0.242 -0.146 0.0976
H 6.935 -1.468 1.416 0.211 -0.161 -0.252 0.0893
H 4.290 -1.260 2.352 -0.354 0.259 -0.066 0.0832
H 4.408 -2.853 1.672 -0.357 -0.105 -0.263 0.0918
H 5.427 -1.406 -0.366 -0.039 0.313 -0.114 0.0721
H 3.704 1.210 1.803 -0.548 -0.140 -0.201 -0.0175
H 3.118 2.077 -0.132 -0.231 -0.409 -0.171 -0.0238
H 3.078 -1.104 -3.247 -0.269 -0.478 -0.042 0.0944
H 2.659 0.760 -4.227 0.046 -0.334 -0.294 0.1080
H 1.472 0.926 -3.062 -0.339 -0.211 0.528 0.0846
H 3.608 2.676 -3.837 0.298 -0.065 -0.292 0.0724
H 2.356 2.996 -2.725 -0.072 0.322 0.331 0.0459
H 3.927 2.362 -2.169 0.040 -0.030 0.270 0.0164
H 0.800 -0.665 -1.878 -0.130 0.443 -0.174 0.1287
H 1.467 0.715 0.816 0.458 0.097 0.032 0.0980
H -0.102 0.312 0.420 -0.292 -0.337 0.100 0.0977
H -0.030 1.609 -1.716 0.333 -0.163 -0.446 0.1102
H 1.308 2.530 -0.932 0.315 -0.135 -0.392 0.0727
H 0.048 4.310 -2.769 0.072 0.055 -0.319 0.0298
H -0.517 5.785 -1.971 -0.108 0.280 -0.158 0.0289
H 0.945 4.980 -1.418 0.182 0.052 0.193 0.0361
H -1.989 5.966 0.385 -0.145 0.273 -0.001 -0.0011
H -2.539 4.472 1.223 -0.297 0.124 0.205 0.0116
H -0.902 5.011 1.438 0.166 0.293 0.216 -0.0048
H -3.170 4.051 -2.153 -0.088 0.070 -0.337 0.0343
H -2.637 2.347 -2.080 0.059 -0.091 -0.406 0.0253
H -3.502 3.055 -0.759 0.086 -0.005 0.089 -0.0537
H -0.251 -2.946 -1.626 0.617 0.215 -0.450 0.0996
H -2.055 -3.130 0.538 -0.336 0.015 -0.329 0.0837
H -0.960 -4.351 -0.099 -0.121 -0.333 -0.311 0.0817
H 0.736 -3.676 1.534 0.404 -0.022 0.045 0.0623
H -0.842 -3.921 2.304 0.074 -0.407 0.274 0.0765
H -0.292 -2.318 2.047 0.321 0.348 0.065 0.0379
H -1.409 -0.304 -0.930 0.205 0.115 0.225 0.1051
H -2.548 -1.607 -0.724 -0.050 -0.209 0.534 0.0522
C -4.359 8.356 0.415 -0.074 -0.119 0.058 -1.0262
Cl -3.865 7.646 -1.132 0.057 -0.007 -0.005 0.5303
Cl -6.076 8.760 0.420 0.032 0.083 -0.002 0.5002
H -4.165 7.640 1.206 -0.040 -0.068 -0.051 0.0202
H -3.787 9.257 0.580 0.005 0.051 -0.101 -0.0447
C -5.422 4.839 0.780 0.048 0.071 -0.004 -1.0179
Cl -7.039 5.461 1.126 -0.023 -0.085 0.026 0.5256
Cl -5.388 3.071 0.759 -0.232 -0.032 0.166 0.5725
H -5.108 5.203 -0.192 -0.064 -0.039 -0.038 -0.0007
H -4.743 5.190 1.548 -0.046 -0.079 0.083 0.0186
C 9.456 3.941 0.700 0.000 0.097 0.002 -1.0121
Cl 7.790 4.497 0.895 0.137 0.100 0.006 0.4806
Cl 9.568 2.176 0.642 0.080 0.005 0.003 0.5026
H 9.850 4.344 -0.225 -0.058 -0.055 -0.053 0.0232
H 10.041 4.295 1.541 -0.040 -0.065 0.060 0.0227
C -6.761 -2.142 -1.703 -0.068 -0.003 -0.071 -1.0575
Cl -5.736 -1.624 -0.361 0.113 0.048 0.038 0.4879
Cl -8.263 -2.879 -1.134 -0.009 0.003 -0.043 0.5085
H -7.004 -1.277 -2.308 -0.029 0.046 0.070 0.0274
H -6.216 -2.870 -2.291 0.026 -0.063 0.090 -0.0401
C -1.996 -6.615 -3.635 -0.051 0.007 -0.036 -1.0142
Cl -3.312 -6.906 -2.495 0.231 -0.102 0.326 0.4716
Cl -0.934 -5.320 -3.079 0.196 -0.014 -0.088 0.4880
H -1.416 -7.525 -3.738 0.035 0.009 0.084 0.0291
H -2.418 -6.332 -4.591 -0.062 0.056 0.023 -0.0235
C -3.851 0.435 2.769 -0.081 0.074 -0.030 -1.0295
Cl -3.710 0.684 4.509 -0.052 0.050 0.043 0.5152
Cl -2.585 -0.643 2.163 0.001 -0.013 -0.070 0.5882
H -4.818 -0.008 2.557 0.026 -0.082 0.037 0.0189
H -3.760 1.393 2.273 0.115 0.008 0.020 -0.0229
C 0.536 4.178 4.669 0.059 -0.070 0.043 -1.0179
Cl -0.235 5.717 4.262 0.040 0.041 0.037 0.5088
Cl -0.338 2.801 3.991 0.021 -0.033 -0.023 0.5104
H 1.544 4.180 4.272 -0.029 0.026 -0.087 0.0237
H 0.559 4.077 5.748 -0.093 0.016 0.007 0.0237
C 0.489 -8.201 0.213 0.046 0.050 -0.042 -1.0579
Cl 0.200 -7.704 1.887 -0.014 -0.009 0.004 0.4968
Cl 1.189 -6.895 -0.757 0.028 -0.073 0.082 0.5034
H 1.174 -9.040 0.215 0.050 0.035 0.041 0.0070
H -0.455 -8.493 -0.229 0.006 0.159 0.077 -0.0473
C 8.912 -0.619 -1.695 -0.079 0.146 0.065 -1.0345
Cl 7.853 -1.924 -2.248 0.023 -0.033 0.017 0.5035
Cl 10.258 -1.231 -0.725 0.002 0.044 0.012 0.4946
H 9.312 -0.106 -2.561 0.047 -0.085 -0.033 0.0289
H 8.328 0.066 -1.089 -0.038 -0.067 0.045 -0.0272
C -5.592 12.870 0.978 -0.120 0.016 -0.058 -1.0117
Cl -4.306 11.672 1.179 0.110 0.201 0.022 0.5336
Cl -5.852 13.802 2.454 -0.029 0.016 -0.028 0.5126
H -5.311 13.548 0.181 0.090 0.017 0.042 0.0261
H -6.509 12.351 0.725 0.015 -0.070 0.076 0.0230
C -1.447 -11.909 0.104 -0.034 -0.057 0.057 -0.9957
Cl -1.370 -10.707 -1.192 -0.154 -0.147 -0.140 0.5400
Cl -0.022 -11.837 1.146 -0.024 -0.025 0.022 0.5221
H -2.328 -11.716 0.703 0.032 0.098 0.022 0.0284
H -1.504 -12.895 -0.342 0.090 0.015 -0.054 0.0248
C 2.842 -4.140 4.285 0.013 -0.018 -0.099 -1.0291
Cl 2.276 -2.485 4.539 -0.037 0.029 -0.052 0.5124
Cl 4.049 -4.612 5.489 0.008 -0.036 -0.039 0.5069
H 1.997 -4.812 4.356 -0.048 0.004 0.088 0.0225
H 3.290 -4.205 3.300 0.053 0.063 0.023 0.0080
C -8.672 3.372 4.143 -0.029 0.038 -0.088 -1.0360
Cl -9.333 3.441 5.781 -0.043 0.025 -0.018 0.5054
Cl -7.100 2.568 4.103 0.047 -0.006 -0.011 0.4887
H -9.360 2.820 3.514 0.007 -0.076 0.052 0.0264
H -8.553 4.383 3.772 0.067 0.018 0.059 0.0035
C -5.086 -6.570 -6.449 -0.175 0.052 -0.023 -1.0013
Cl -5.574 -6.723 -4.757 -0.146 0.096 -0.316 0.4974
Cl -3.670 -7.566 -6.821 0.003 0.013 -0.045 0.5234
H -5.906 -6.891 -7.080 0.017 -0.088 0.015 0.0238
H -4.844 -5.533 -6.650 0.082 -0.005 0.055 0.0252
```
Positions in Å, forces in eV/Å.

Summary:
Charge: 0
HOMO (eV): -8.22

=====

Below is C33H66NO9Rb as an isolated structure in a non-equilibrium geometry, with properties calculated with ωB97M-V with the def2-TZVPD basis set.

Geometry as XYZ:
```
110
Properties=species:S:1:pos:R:3:forces:R:3:lowdin_charge:R:1
Rb 19.785 -12.235 7.851 -0.104 0.110 -0.611 0.8447
C 20.004 -9.552 3.109 0.346 -2.000 0.135 -0.0385
C 19.070 -10.308 2.080 -0.481 -0.882 0.662 -0.4723
C 19.358 -9.886 0.657 -0.648 1.346 -0.587 -0.2060
C 20.548 -10.387 -0.073 -0.442 -1.144 0.101 -0.2053
C 20.317 -11.884 -0.163 1.230 -0.245 0.433 -0.1673
C 20.089 -12.582 1.230 -0.188 0.387 -0.232 -0.4581
N 19.044 -11.856 2.108 0.370 -0.212 0.325 -0.1396
O 18.869 -12.460 3.459 0.847 1.267 -1.927 -0.3769
C 21.482 -12.660 1.864 0.667 -0.850 1.048 -0.0829
C 19.635 -14.066 0.912 -0.183 1.280 1.929 -0.0452
C 17.619 -9.859 2.341 -0.689 0.483 0.075 -0.0726
H 19.612 -9.607 4.125 -0.475 0.266 -0.079 0.0514
H 20.363 -8.545 2.894 -0.468 0.057 -0.395 0.0678
H 20.881 -10.190 3.216 0.377 0.108 -0.166 0.0469
H 19.339 -8.806 0.513 -0.243 0.433 0.666 0.1127
H 18.511 -10.228 0.063 -0.216 -0.132 -0.073 0.1094
H 21.520 -10.212 0.389 -0.032 0.351 0.107 0.1093
H 20.518 -9.975 -1.082 0.365 0.166 -0.041 0.1089
H 21.299 -12.218 -0.498 -0.128 -0.898 -0.317 0.0948
H 19.601 -12.145 -0.942 -0.346 0.043 0.260 0.1115
H 21.972 -11.749 2.207 -0.429 0.398 -0.241 0.0599
H 22.225 -13.164 1.246 -0.107 0.040 -0.621 0.0668
H 21.489 -13.308 2.740 -0.489 0.081 0.325 0.0647
H 19.452 -14.527 1.882 0.035 -0.025 0.225 0.0587
H 20.438 -14.652 0.464 -0.227 0.212 -0.584 0.0708
H 18.648 -14.074 0.450 0.311 -0.025 -0.614 0.0686
H 17.117 -10.248 3.227 0.615 -0.250 0.250 0.0695
H 16.902 -10.056 1.544 0.346 -0.612 -0.412 0.0649
H 17.554 -8.772 2.390 0.358 0.391 0.306 0.0648
C 22.844 -17.398 -3.676 0.672 -0.252 -0.860 -0.0286
C 22.609 -16.593 -4.978 0.517 -0.014 0.039 -0.4650
O 22.970 -16.897 -6.105 -0.391 0.076 1.605 0.0507
C 21.835 -15.299 -4.702 0.749 -0.997 -0.585 -0.0262
H 21.863 -17.766 -3.376 0.074 0.053 0.344 0.0803
H 23.327 -16.804 -2.900 -0.597 0.546 0.044 0.0774
H 23.545 -18.231 -3.743 -0.277 -0.213 -0.674 0.0728
H 22.587 -14.534 -4.509 -0.037 0.152 0.006 0.0833
H 21.232 -15.431 -3.803 -0.303 0.275 -0.315 0.0736
H 21.326 -15.096 -5.644 -0.385 0.390 0.407 0.0821
C 16.837 -18.354 -1.950 -0.550 0.280 -0.092 -0.0279
C 16.421 -19.724 -2.429 0.486 -0.873 -1.715 -0.4662
O 17.217 -20.620 -2.712 -1.361 1.428 0.930 0.0464
C 14.925 -19.817 -2.761 0.127 -0.795 0.252 -0.0351
H 17.353 -18.325 -0.990 0.309 -0.116 -0.318 0.0880
H 15.964 -17.705 -1.890 -0.121 -0.116 0.334 0.0663
H 17.388 -17.915 -2.781 0.620 -0.078 0.259 0.0912
H 14.662 -20.687 -3.363 0.370 -0.095 0.056 0.0763
H 14.494 -18.947 -3.258 0.365 0.230 0.181 0.0773
H 14.423 -19.941 -1.802 -0.237 0.152 0.118 0.0836
C 16.890 -6.533 9.261 0.180 0.571 0.482 -0.0233
C 17.765 -7.008 8.149 1.332 -0.515 -0.688 -0.4791
O 18.801 -7.656 8.334 -1.816 0.768 -0.059 0.0235
C 17.365 -6.581 6.742 0.525 -0.117 0.681 -0.0101
H 17.546 -6.002 9.950 0.039 -0.418 0.452 0.0918
H 16.386 -7.374 9.737 0.076 0.123 0.177 0.0925
H 16.175 -5.765 8.966 -0.185 -0.396 -0.278 0.0759
H 17.093 -7.482 6.193 -0.034 0.160 -0.240 0.0917
H 18.276 -6.147 6.330 -0.125 -0.081 -0.388 0.0866
H 16.566 -5.840 6.756 0.022 -0.225 -0.158 0.0735
C 12.669 -11.800 -2.151 -0.359 -0.470 0.958 -0.0327
C 13.401 -12.233 -0.921 0.571 0.235 3.574 -0.4461
O 12.953 -12.042 0.234 1.073 -0.641 -3.104 0.0165
C 14.839 -12.815 -1.138 -0.604 -0.230 -0.424 -0.0172
H 11.637 -11.553 -1.898 0.156 0.249 0.042 0.0816
H 12.640 -12.615 -2.874 0.468 0.432 -0.409 0.0869
H 13.258 -10.914 -2.388 -0.245 0.005 -0.986 0.0933
H 14.829 -13.873 -0.879 -0.247 -0.130 0.040 0.0751
H 15.687 -12.423 -0.576 -0.555 0.533 0.454 0.0734
H 15.142 -12.760 -2.183 -0.218 0.051 -0.132 0.0657
C 25.869 -11.779 -2.554 0.812 0.079 0.304 -0.0298
C 26.410 -13.131 -2.130 -0.847 -1.506 -0.420 -0.4468
O 26.222 -14.134 -2.821 0.711 1.548 1.268 0.0384
C 27.014 -13.225 -0.689 -0.300 -0.724 -0.698 -0.0254
H 25.910 -11.549 -3.619 0.177 -0.452 0.002 0.0818
H 26.485 -11.063 -2.011 -0.432 0.479 -0.031 0.0724
H 24.820 -11.717 -2.264 0.042 0.072 0.300 0.0870
H 26.449 -12.659 0.052 -0.127 0.198 -0.242 0.0740
H 28.062 -12.938 -0.594 -0.006 0.307 -0.411 0.0753
H 26.979 -14.275 -0.399 -0.079 -0.014 -0.064 0.0724
C 12.825 -5.899 0.097 -0.240 0.771 -0.249 -0.0357
C 12.093 -5.206 1.288 -2.203 -0.217 -1.585 -0.4390
O 11.144 -4.412 1.131 2.837 -1.792 0.518 0.0330
C 12.483 -5.824 2.611 -0.037 1.106 -0.226 -0.0325
H 13.904 -5.774 0.189 0.077 0.341 0.010 0.0716
H 12.484 -5.540 -0.874 0.052 0.420 0.168 0.0724
H 12.725 -6.981 0.012 -0.458 -0.145 0.749 0.0791
H 13.451 -6.313 2.503 -0.211 -0.163 0.285 0.0738
H 11.676 -6.511 2.865 0.193 -0.165 0.120 0.0948
H 12.524 -5.027 3.353 0.000 -0.179 0.209 0.0826
C 16.582 -8.113 -3.560 -0.106 -0.645 -0.998 -0.0213
C 16.779 -8.928 -4.874 -1.259 -4.324 1.924 -0.4481
O 16.502 -10.165 -4.861 0.695 3.871 -0.163 0.0050
C 17.375 -8.272 -6.047 -0.442 0.792 -0.001 -0.0336
H 16.466 -8.822 -2.740 0.343 0.120 -0.015 0.0733
H 15.652 -7.545 -3.595 -0.104 0.077 -0.293 0.0769
H 17.383 -7.387 -3.420 0.100 -0.163 0.153 0.0752
H 17.123 -7.221 -5.911 0.472 0.255 -0.467 0.0798
H 16.967 -8.629 -6.993 0.209 -0.196 0.161 0.0918
H 18.450 -8.436 -5.968 0.077 0.190 -0.263 0.1004
C 18.759 -3.720 1.840 -0.817 0.253 -0.519 -0.0293
C 19.642 -2.540 2.212 -1.220 1.087 0.267 -0.4743
O 19.401 -1.383 1.874 0.574 -1.856 0.229 0.0583
C 20.696 -2.898 3.215 1.092 0.591 0.346 -0.0389
H 17.802 -3.392 1.437 0.016 0.391 0.117 0.0783
H 18.540 -4.301 2.736 0.216 -0.167 -0.072 0.0735
H 19.124 -4.378 1.051 0.607 -0.040 0.243 0.0841
H 21.480 -3.484 2.734 -0.032 -0.245 -0.038 0.0887
H 20.340 -3.457 4.081 -0.339 -0.233 -0.303 0.0784
H 21.187 -2.019 3.633 -0.098 0.197 -0.270 0.0813
```
Positions in Å, forces in eV/Å.

Summary:
ΔE to the lowest compared entry with this formula, charge and spin (kcal/mol): 111.5
Charge: 0
HOMO (eV): -4.72